Here is 12 unconnected molecules or ions with the total composition C72H65F7O10 in a non-equilibrium geometry from the OMol25 dataset. Energies are from the ωB97M-V functional and the def2-TZVPD basis.

The geometry in XYZ format:
```
154
Properties=species:S:1:pos:R:3:forces:R:3:mulliken_charge:R:1
C 6.481 4.540 7.909 1.40 -2.18 0.00 -0.513
C -3.702 0.008 -11.225 0.43 -0.40 2.88 -0.485
H -9.349 1.046 -5.557 0.22 0.05 -0.15 0.366
O 7.058 6.448 11.006 0.27 -0.66 -0.35 -0.520
H 8.681 2.541 9.647 -0.15 -0.54 -0.60 0.317
H 1.936 1.537 -0.327 0.36 0.09 0.28 0.377
C 4.452 -5.560 -9.488 -0.62 -0.19 -1.55 -0.329
H -4.529 -6.288 7.420 0.25 -0.14 -0.13 0.361
C 5.993 7.387 -8.572 1.84 0.16 0.17 -0.255
C 4.362 -4.456 -10.356 -0.16 1.56 0.66 -0.344
H 2.846 0.181 1.564 0.14 -0.45 0.26 0.388
H -4.244 -9.752 -1.373 -0.21 -0.08 0.24 0.265
O 7.446 2.373 7.199 -0.77 0.23 0.25 -0.525
H -5.825 -5.042 11.355 -0.55 -0.60 -0.17 0.329
H 8.152 7.729 -8.461 0.02 0.42 0.43 0.367
O -3.653 -6.848 -4.700 0.33 0.22 0.10 -0.525
C -4.392 0.433 -12.279 -1.10 0.29 -1.28 -0.619
C -4.261 -0.970 -10.367 1.64 0.45 -0.51 0.492
H -3.214 -8.985 -3.577 -0.05 -0.45 0.28 0.394
C 6.346 5.794 -6.323 -1.58 0.75 -1.58 0.186
C 3.941 -3.085 -8.410 -0.28 -1.21 -0.30 -0.384
C 2.526 -10.016 2.449 -2.10 -2.05 -0.65 -0.431
H 8.632 4.189 11.099 -0.30 0.81 0.43 0.368
H -0.525 6.293 4.541 0.06 -0.26 -0.54 0.367
C -8.847 1.126 -4.605 -1.18 -0.47 1.62 -0.282
C 7.358 6.598 -6.741 2.06 0.40 -1.05 -0.244
C 3.882 9.962 -1.065 1.14 -1.50 0.75 -0.316
C 7.970 3.299 9.350 -0.02 1.24 0.50 -0.136
C 3.389 12.185 -1.703 -0.74 0.25 0.61 -0.261
O -3.675 -1.256 -9.185 0.46 -0.73 1.17 -0.536
H 4.010 6.578 -8.667 -0.06 -0.06 0.06 0.359
H 6.088 4.569 6.903 -0.48 0.41 0.07 0.382
F -4.563 7.239 6.236 0.09 0.12 0.19 -0.288
C 1.602 -11.078 2.254 1.27 2.65 0.78 -0.437
H 3.649 -2.209 -7.850 0.15 0.52 -0.55 0.341
C 5.176 5.745 -7.065 -0.80 -0.40 0.92 -0.163
H 5.861 7.992 -9.456 0.02 0.05 -0.10 0.336
C -7.019 1.868 -3.252 -0.88 -0.72 2.01 0.329
H -0.116 -1.930 -1.691 -0.33 0.56 -0.42 0.340
H 4.462 -4.497 -11.430 0.01 -0.56 -0.09 0.370
C -0.721 2.110 11.701 -0.53 -0.27 -1.20 -0.325
H -0.036 1.413 -2.030 0.13 0.01 0.33 0.325
H 5.825 6.420 8.575 0.06 0.28 0.33 0.281
H 3.850 -4.246 -6.511 -0.13 0.64 0.04 0.354
H -5.470 -5.343 -3.129 0.59 0.13 -0.93 0.273
C 3.875 10.932 -2.048 -0.21 1.50 0.60 -0.437
H 0.897 -11.095 3.072 -0.43 -1.02 -0.32 0.331
H 4.410 5.074 -6.706 -0.18 -0.08 -0.06 0.362
C -3.739 7.102 5.189 0.30 -0.46 -1.76 0.228
C 2.199 -0.311 0.853 -1.46 -0.30 -0.98 -0.538
H -5.898 0.538 -14.398 0.61 0.06 0.53 0.305
H 6.422 7.106 10.717 -0.04 0.04 -0.08 0.286
C -7.598 1.689 -4.488 0.10 0.95 -1.17 -0.393
H 4.409 -6.342 -7.457 -0.04 -0.23 -0.27 0.372
C -0.539 0.966 9.554 -1.72 -0.47 -0.53 -0.261
C -5.336 -5.749 9.303 0.53 -0.13 1.60 -0.396
H 3.773 -8.036 1.966 0.50 0.52 0.20 0.307
F -2.014 -5.753 7.865 0.46 0.24 0.06 -0.285
C 7.963 4.380 10.273 0.06 -2.18 -0.89 -0.590
C -7.720 1.450 -2.114 -0.20 0.10 -1.10 -0.269
C -4.259 7.235 3.894 -0.24 -0.42 0.09 -0.182
C -1.331 1.558 10.518 1.00 0.16 2.18 -0.530
H 4.393 9.022 -1.207 0.00 -0.19 -0.30 0.352
H 3.908 -10.082 -0.608 0.19 0.01 0.05 0.372
O 4.273 -8.732 1.533 0.04 0.82 -0.26 -0.538
H -7.284 1.668 -1.151 0.03 -0.20 0.10 0.366
H -1.018 0.488 8.712 0.10 -0.08 -0.15 0.393
H 4.393 -6.520 -9.979 0.68 -0.26 0.01 0.296
H -2.852 0.604 -10.928 0.37 -0.35 0.29 0.264
C -5.060 -6.286 -2.798 0.79 0.11 0.96 -0.334
H -1.422 6.510 2.173 -0.23 -0.06 -0.35 0.341
O 0.437 0.604 -2.239 -0.26 0.10 -1.15 -0.545
C -5.222 -7.862 -1.044 -1.91 -0.56 1.25 0.777
C 6.426 5.562 8.839 0.22 -1.01 -0.20 -0.485
C 2.793 11.392 0.476 0.56 -0.80 2.05 -0.336
H -5.706 -9.187 0.348 0.24 -0.04 -0.18 0.281
C -5.349 -1.728 -10.706 -0.62 0.98 -0.37 -0.458
H 1.851 -2.088 2.859 0.08 0.09 0.11 0.325
H -5.662 -2.512 -10.032 -0.19 0.01 -0.06 0.373
H -5.302 7.427 3.689 -0.16 0.26 0.52 0.352
H 2.444 -9.424 3.348 0.36 0.03 0.07 0.331
C 4.950 6.580 -8.135 0.78 0.24 -0.06 -0.520
F 4.115 -2.098 -10.619 -0.16 0.72 -0.50 -0.284
H -9.358 0.648 -1.226 -1.05 -0.43 -0.37 0.330
H -6.218 -5.880 -1.074 -0.06 -0.35 0.35 0.393
C 4.126 -3.159 -9.851 0.29 -2.86 3.97 0.312
C -6.092 -1.274 -11.802 0.50 0.21 1.05 -0.402
C -4.285 -5.935 8.411 -0.42 0.66 -0.33 -0.250
C -2.796 -4.983 10.019 1.40 -0.45 -0.41 -0.349
H -10.567 0.320 -3.585 -0.06 -0.08 0.07 0.356
C 3.346 -9.722 1.393 0.65 0.26 0.28 0.457
H -2.391 1.367 10.445 -0.17 0.62 0.06 0.343
C 4.332 -5.494 -8.121 -0.42 0.92 0.09 -0.396
H -3.752 -5.907 -4.863 0.00 0.09 -0.11 0.307
H 7.183 1.556 7.630 0.12 -0.42 -0.29 0.336
C -3.820 -4.837 10.939 -0.23 -0.82 -0.41 -0.311
F 6.417 5.045 -5.239 0.48 -0.51 0.83 -0.292
H 8.306 6.468 -6.240 0.19 0.29 0.16 0.360
C 1.387 1.489 10.821 1.02 0.35 1.03 -0.172
H 2.461 1.470 10.934 0.17 -0.21 -0.29 0.371
H -3.676 -4.425 11.927 0.43 0.05 -0.04 0.362
C -5.589 -0.202 -12.527 -0.96 -0.42 -2.33 0.599
C 2.498 -11.591 0.070 -0.38 2.05 0.42 -0.579
C -4.104 -7.123 -3.433 -2.02 0.72 -0.77 0.374
H -7.109 -1.619 -11.909 0.13 -0.22 -0.71 0.366
C 7.285 7.350 -7.941 -2.77 -1.27 0.28 -0.496
C 3.290 -10.402 0.218 -0.17 -2.44 -1.37 -0.476
H 3.518 12.999 -2.401 -0.28 0.10 -0.05 0.341
C -2.411 6.719 5.369 -0.50 -0.40 0.60 -0.206
H -3.862 7.088 1.776 -0.07 -0.13 0.02 0.371
C 0.878 -0.082 -1.158 0.05 -0.71 1.34 0.006
C -2.122 6.639 2.986 0.95 -0.18 1.02 -0.302
O -6.327 0.110 -13.653 -1.20 0.04 0.04 -0.552
C 0.789 0.869 9.748 1.17 0.88 1.18 0.238
C -4.443 -8.755 -1.737 0.87 -0.03 -0.81 -0.428
H -1.311 2.544 12.495 -0.27 -0.02 -0.09 0.350
F -5.816 2.441 -3.011 -0.28 0.00 -0.83 -0.300
C -9.011 0.864 -2.225 2.65 1.20 1.48 -0.401
H 2.366 -12.159 -0.839 0.49 0.13 -0.27 0.302
C 7.141 5.438 10.050 -0.79 1.92 0.17 0.801
H 1.167 2.633 12.641 0.01 -0.17 0.09 0.381
C 3.473 10.210 0.241 0.26 -0.02 -1.01 0.284
C 2.764 12.393 -0.456 0.38 0.03 -1.42 -0.403
C 1.573 -11.805 1.067 -0.38 -0.21 1.93 0.562
H -7.247 2.170 -5.389 0.76 -0.20 0.01 0.348
F 3.818 9.325 1.256 -0.88 1.10 -1.33 -0.287
C 7.240 3.336 8.169 0.42 2.04 0.67 -0.004
C 0.671 2.120 11.831 -1.16 -0.26 -1.27 -0.492
H -6.352 -5.984 9.023 0.02 -0.14 -0.13 0.345
C -3.477 6.959 2.777 1.75 0.19 1.10 -0.522
C 1.735 -1.664 0.993 0.66 1.56 0.17 0.365
H 2.274 13.328 -0.226 0.12 0.09 0.04 0.358
H 4.333 10.913 -3.025 0.08 -0.92 0.03 0.351
F 1.580 0.185 8.938 0.39 -0.52 -1.01 -0.297
C -9.573 0.721 -3.451 -0.09 -0.20 -1.69 -0.450
C -5.537 -6.582 -1.532 0.58 -1.31 -0.74 -0.670
O 0.574 -12.741 1.067 0.23 -0.48 -0.72 -0.505
O 2.205 -2.414 2.028 0.23 -0.65 0.69 -0.545
C 0.494 -1.402 -0.973 -0.53 -0.96 -0.66 -0.132
C -3.871 -8.389 -2.961 0.27 0.62 0.66 -0.587
C -5.072 -5.314 10.630 -0.57 1.15 -1.37 -0.478
C 4.001 -4.259 -7.580 0.68 0.96 -1.52 -0.308
C 0.851 -2.226 0.095 0.24 1.80 -0.55 -0.589
H 2.492 11.527 1.504 -0.43 0.34 0.04 0.355
H -1.803 -4.822 10.412 0.33 0.38 -0.49 0.352
O -5.988 -8.319 0.049 0.58 0.94 -0.31 -0.519
H -4.054 1.288 -12.845 -0.09 -0.09 -0.31 0.337
C -1.559 6.488 4.297 -2.05 0.97 -1.12 -0.521
H -2.094 6.451 6.366 0.12 0.38 0.23 0.364
H 0.805 -13.391 0.399 -0.28 -0.26 -0.16 0.305
H -3.194 -0.526 -8.788 0.02 0.16 -0.37 0.315
C -2.993 -5.523 8.735 -1.64 -0.20 1.83 0.321
C 1.703 0.491 -0.195 0.15 -0.94 0.28 -0.189
H 0.338 -3.173 0.171 0.54 -0.21 0.30 0.411
```
Positions in Å, forces in eV/Å.

Properties
Structure (SMILES) ... Oc1ccc(O)cc1.Oc1ccc(O)cc1.Oc1ccc(O)cc1.Oc1ccc(O)cc1.Oc1ccc(O)cc1.Fc1ccccc1.Fc1ccccc1.Fc1ccccc1.Fc1ccccc1.Fc1ccccc1.Fc1ccccc1.Fc1ccccc1
Frontier orbital gap ... 8.26 eV

Here is a single C3H7NOS molecule in a non-equilibrium geometry from the OMol25 dataset. Energies are from the ωB97M-V functional and the def2-TZVPD basis.

The geometry in XYZ format:
```
13
Properties=species:S:1:pos:R:3:forces:R:3:nbo_charge:R:1
H 1.611 1.887 0.147 -0.73 1.24 0.65 0.226
C 1.077 -0.129 -0.257 -1.25 -1.46 -0.75 -0.463
H -1.631 -1.260 1.767 0.41 1.28 0.48 0.415
O -0.784 1.518 0.414 -0.71 0.17 -0.42 -0.953
H -0.637 0.310 2.121 -1.28 -1.13 1.24 0.421
N -0.847 -0.597 1.681 0.86 0.44 -2.68 -1.075
H 1.424 -0.990 -0.861 -0.60 0.30 0.90 0.240
C 1.808 0.931 -0.214 3.95 -0.33 -1.21 -0.332
H -2.273 -0.469 -1.393 -0.31 -0.12 -0.40 0.218
C -1.191 -0.507 -1.377 0.04 -1.57 1.43 -0.991
H -0.734 -1.578 -1.426 -0.89 1.89 -0.11 0.225
H 2.829 0.769 -0.671 -1.02 0.54 0.69 0.201
S -0.650 0.114 0.069 1.54 -1.25 0.18 1.868
```
Positions in Å, forces in eV/Å.

Properties
Structure (SMILES) ... C=C[S@@](=C)(N)=O
Energy above the lowest of the compared OMol25 structures with the same formula, charge and spin ... 5.332 eV
Frontier orbital gap ... 9.46 eV